34
Properties=species:S:1:pos:R:3:forces:R:3 method="wB97M-V/def2-TZVPD" total_energy_ev=-29604.0020 orbital_gap_ev="7.97 / 7.97" relative_energy_ev=0.000 charge=+1 e_homo_ev="-10.935 / -10.931" spin_multiplicity=1 lumo_energy_ha="-0.1091 / -0.1090"
C -1.971925 1.548435 -0.216568 1.098 -0.248 -0.111
C 0.206992 2.005022 -0.828916 -2.686 -1.521 0.864
C -0.402823 -0.185940 -0.454317 -0.819 -1.108 0.801
C 3.648307 0.365238 1.176516 1.852 -0.394 0.589
C 4.781121 -1.581815 -0.099021 2.324 -3.017 -1.372
C -4.774612 -0.053739 -0.747459 2.471 2.025 1.146
C -4.172703 0.031373 1.830538 -1.616 -3.335 -2.265
C 3.658956 -0.646634 0.042806 -2.160 -0.219 0.132
C -3.937290 -0.608847 0.398191 -0.159 -0.436 1.255
N -1.058447 2.471359 -0.500646 1.855 -2.324 -0.850
N -1.762115 0.129073 -0.146189 2.425 2.450 -1.279
N 0.514747 0.663612 -0.776168 -0.308 1.529 -0.335
N 3.334924 -0.025697 -1.276322 -1.661 2.378 -0.138
N -2.536971 -0.821457 0.027665 -1.187 -0.662 0.766
Cl -0.125197 -1.899495 -0.294677 0.591 0.905 -0.341
H -2.989396 1.814936 -0.129174 -0.682 0.429 0.426
H 0.939563 2.604521 -1.307645 0.301 0.899 0.157
H 2.710163 1.001882 1.125231 1.350 -0.728 0.552
H 3.799430 -0.305845 2.092454 -0.991 1.221 -0.905
H 4.641636 0.905911 1.193821 -1.291 0.212 -0.220
H 4.723141 -2.315442 -1.036099 -0.376 1.792 1.519
H 4.724918 -2.417997 0.706817 0.751 1.987 -0.850
H 5.785733 -1.040031 -0.291733 -1.365 -1.062 1.025
H -5.767828 -0.129793 -0.585190 -3.362 -0.510 1.120
H -4.648941 1.061310 -0.841866 0.233 -1.148 -0.569
H -4.623068 -0.646895 -1.597507 0.704 -0.261 -1.629
H -5.212608 -0.231793 2.102508 0.399 0.268 -0.212
H -4.111702 1.027756 1.714894 0.499 3.637 0.451
H -3.569101 -0.450781 2.548079 1.052 -0.064 0.810
H 2.762705 -1.184215 0.251315 -0.689 -1.003 -0.008
H -4.197576 -1.638433 0.587821 -0.512 -0.395 -0.378
H 2.271446 0.330702 -1.329748 1.453 -1.207 0.542
H 3.841654 0.875329 -1.267590 0.264 -0.652 -0.970
H 3.516874 -0.651621 -2.071831 0.242 0.563 0.275